# 1
C4H7NOS | ωB97M-V/def2-TZVPD

Properties
**Kohn-Sham gap**: 0.3302 hartree
**HOMO**: -0.32273 hartree
**SMILES**: OC[C@@H]1CN1C=S

Structure (XYZ):
```
14
Properties=species:S:1:pos:R:3:forces:R:3:lowdin_charge:R:1
O -0.3701 2.1249 -0.2345 0.53 -0.84 0.36 -0.129
C -1.1464 1.1832 0.5064 0.09 -0.79 -1.34 -0.223
C -1.4178 -0.0678 -0.4026 1.64 0.98 1.50 -0.184
C -1.7144 -1.3956 0.1631 1.08 -0.40 0.82 -0.040
N -0.3664 -1.1057 -0.3739 -1.82 0.21 -0.28 -0.076
C 0.8660 -1.1214 0.1255 2.08 -1.11 -0.21 -0.669
S 2.0539 0.0315 0.0176 -0.69 0.00 0.10 0.653
H 0.5536 1.7182 -0.3422 -1.49 0.52 0.28 -0.002
H -2.1407 1.5480 0.7287 -0.10 0.79 -0.07 0.111
H -0.6827 0.9570 1.4742 0.06 -0.42 -0.25 0.118
H -1.8253 0.2038 -1.3598 0.11 -0.08 -0.38 0.143
H -1.7561 -1.5240 1.2325 0.05 0.31 0.36 0.115
H -2.3252 -2.1323 -0.3101 -0.12 -0.22 -0.79 0.102
H 1.3149 -2.1247 0.4334 -1.42 1.06 -0.10 0.080
```
Positions in Å, forces in eV/Å.


# 2
C38H46F5N4O4S6SiTi | ωB97M-V/def2-TZVPD

Properties
**Kohn-Sham gap (spin up / spin down)**: 0.2279 / 0.2305 hartree
**HOMO (spin up / spin down)**: -0.08454 / -0.08712 hartree
**Net charge**: -2
**Multiplicity**: 2

Structure (XYZ):
```
105
Properties=species:S:1:pos:R:3:forces:R:3:lowdin_charge:R:1
Ti -0.2869 0.7216 1.1902 1.20 -0.06 -0.17 0.590
C -3.7462 -1.1166 3.3397 0.05 0.02 0.00 -0.005
C -2.7060 -0.0785 3.0059 -0.10 0.00 0.00 -0.234
N -1.9767 -0.2467 1.9527 -0.39 -0.02 0.08 -0.096
N -2.1489 -1.5113 1.3525 -0.08 -0.17 0.01 -0.079
C -1.0976 -2.2424 1.5390 -0.03 0.05 -0.06 -1.076
S 0.3932 -1.7299 2.2307 -0.04 -0.01 -0.08 0.580
S -1.3511 -3.9064 0.9166 -0.01 0.00 0.00 0.888
C -0.3492 -4.8750 2.0800 0.02 0.05 -0.07 -0.462
C -1.0544 -5.1503 3.3774 -0.01 -0.01 -0.01 -0.290
C -1.7530 -6.3385 3.5677 0.01 0.01 -0.02 -0.061
C -2.4398 -6.5815 4.7479 -0.02 -0.04 0.01 -0.107
C -2.4372 -5.6333 5.7597 -0.03 -0.01 0.04 -0.115
C -1.7389 -4.4470 5.5813 -0.01 0.01 0.03 -0.089
C -1.0501 -4.2067 4.4027 0.02 0.01 0.02 -0.051
C -2.4137 0.9932 3.9602 0.03 -0.03 0.14 -0.097
C -3.2478 1.2440 5.0629 0.03 0.01 -0.09 -0.051
C -2.8930 2.1131 6.0709 0.00 0.02 0.02 -0.118
C -1.6502 2.7512 6.0163 0.03 -0.03 -0.07 -0.099
C -0.8085 2.5377 4.9512 -0.06 -0.02 0.03 -0.003
C -1.1780 1.6832 3.8912 -0.09 0.19 -0.16 -0.324
O -0.3792 1.5874 2.8696 -0.13 -0.06 0.54 -0.253
H -3.2583 -1.9961 3.7668 0.02 -0.02 0.02 0.088
H -4.4786 -0.7493 4.0494 -0.01 0.00 0.01 0.055
H -4.2438 -1.4479 2.4315 0.01 0.00 -0.03 0.078
H -0.1308 -5.8076 1.5580 0.01 0.00 0.00 0.068
H 0.5833 -4.3291 2.2298 0.00 0.00 0.01 0.036
H -1.7659 -7.0771 2.7743 0.00 -0.02 -0.02 0.105
H -2.9809 -7.5118 4.8757 0.00 0.00 0.00 0.091
H -2.9757 -5.8168 6.6815 0.00 0.00 0.00 0.090
H -1.7300 -3.6991 6.3641 0.00 0.02 0.02 0.100
H -0.5099 -3.2786 4.2594 0.01 0.02 0.00 0.066
H -4.2068 0.7521 5.1303 -0.02 0.00 0.01 0.088
H -3.5687 2.2891 6.8983 0.00 0.00 0.00 0.085
H -1.3504 3.4244 6.8112 0.00 0.01 0.00 0.093
H 0.1520 3.0285 4.8681 0.00 0.01 0.00 0.122
C -3.7163 -1.7372 -2.4657 0.05 0.05 0.00 -0.027
C -3.4071 -0.2712 -2.1660 0.01 0.02 0.03 -0.634
C -3.5857 0.5831 -3.4173 -0.06 -0.02 0.02 -0.034
C -4.3115 0.2408 -1.0462 0.04 -0.01 -0.12 -0.023
O -2.0759 -0.1914 -1.6684 -0.03 -0.07 -0.03 -0.162
Si -0.6130 -0.0140 -2.3921 0.04 -0.02 0.01 -0.101
S 0.8276 -0.0760 -0.8967 -0.20 0.13 -0.13 0.386
O -0.4041 -1.1714 -3.5713 0.01 0.00 0.00 -0.148
C 0.1799 -2.4695 -3.5881 0.01 0.00 -0.02 -0.659
C -0.1749 -3.2566 -2.3343 -0.02 0.03 -0.01 -0.067
C 1.6968 -2.3380 -3.7183 -0.08 -0.03 -0.02 -0.040
C -0.3943 -3.1595 -4.8247 0.04 0.03 0.03 -0.039
O -0.7080 1.3556 -3.2828 0.01 0.06 0.04 -0.153
C 0.2150 2.0981 -4.0701 -0.01 0.01 -0.05 -0.638
C 1.6197 1.5057 -4.0444 -0.01 0.06 0.02 -0.038
C 0.2414 3.5164 -3.5133 -0.04 -0.03 -0.03 -0.020
C -0.3322 2.0818 -5.4974 0.03 0.01 0.06 -0.033
H -4.7661 -1.8612 -2.7408 -0.04 -0.01 -0.02 0.079
H -3.5077 -2.3385 -1.5795 0.00 -0.02 0.02 0.081
H -3.0919 -2.0916 -3.2894 -0.01 0.01 0.04 0.068
H -4.6291 0.5427 -3.7427 -0.01 0.00 -0.01 0.082
H -2.9489 0.2232 -4.2265 0.01 -0.01 -0.02 0.080
H -3.3107 1.6153 -3.2059 -0.01 0.02 0.00 0.086
H -5.3629 0.1475 -1.3336 0.01 0.01 0.01 0.079
H -4.0886 1.2867 -0.8344 0.03 0.00 0.01 0.081
H -4.1338 -0.3417 -0.1447 0.03 -0.07 0.09 0.066
H 0.2389 -2.7772 -1.4482 0.00 0.01 0.02 0.038
H 0.2262 -4.2711 -2.3960 0.00 -0.03 0.00 0.086
H -1.2574 -3.3192 -2.2145 0.00 0.00 0.00 0.064
H 2.0994 -1.7960 -2.8646 0.02 0.04 0.06 0.060
H 1.9513 -1.7954 -4.6299 0.00 0.01 -0.04 0.075
H 2.1620 -3.3256 -3.7592 0.01 -0.02 0.00 0.081
H -1.4760 -3.2645 -4.7280 -0.02 0.00 0.01 0.072
H 0.0440 -4.1517 -4.9513 0.01 -0.02 0.00 0.078
H -0.1842 -2.5623 -5.7139 0.01 0.01 -0.01 0.080
H 1.9933 1.4486 -3.0225 0.02 0.01 0.01 0.045
H 2.2957 2.1373 -4.6242 0.01 0.01 -0.01 0.089
H 1.6196 0.5054 -4.4728 0.00 -0.11 -0.03 0.065
H 0.6382 3.5131 -2.4996 0.00 0.00 0.03 0.058
H -0.7721 3.9177 -3.4743 -0.03 0.01 0.00 0.087
H 0.8640 4.1630 -4.1353 0.03 0.02 0.00 0.085
H -0.3997 1.0516 -5.8510 0.00 -0.03 -0.01 0.080
H 0.3159 2.6480 -6.1696 0.02 0.02 -0.02 0.078
H -1.3308 2.5204 -5.5164 -0.04 0.02 0.00 0.080
F -1.7771 2.5975 -0.8827 0.02 -0.13 0.02 -0.012
C -1.0520 2.6639 0.3022 -0.05 0.13 0.04 -0.361
F 0.0411 3.4781 -0.0056 -0.02 0.04 -0.09 -0.070
C -1.9253 3.5949 1.1631 -0.11 -0.05 0.02 -0.578
F -1.2542 4.1665 2.1718 -0.01 -0.09 0.00 0.142
F -2.4731 4.6120 0.4575 0.01 0.05 -0.01 0.117
F -2.9656 2.9119 1.6954 0.03 0.04 -0.03 0.123
S 4.8220 4.6224 -2.1591 -0.01 0.02 -0.04 0.483
C 4.4702 3.6158 -0.8628 0.04 -0.02 0.00 -1.097
S 2.8686 3.1294 -0.4486 0.16 -0.07 0.07 0.979
C 3.4807 2.1089 0.8594 0.03 -0.01 -0.32 -1.101
N 4.7817 2.1584 0.9476 -0.19 -0.10 0.17 -0.013
N 5.3150 3.0142 0.0019 0.02 0.13 -0.11 -0.167
C 6.7307 3.0804 -0.0024 0.06 0.01 -0.02 -0.205
C 7.4046 4.2613 -0.2879 -0.02 -0.01 0.01 -0.056
C 8.7905 4.2808 -0.2622 0.03 0.02 0.00 -0.100
C 9.5107 3.1387 0.0520 0.02 -0.01 0.00 -0.121
C 8.8294 1.9667 0.3522 0.04 0.00 0.00 -0.101
C 7.4460 1.9330 0.3294 -0.04 0.00 -0.01 -0.018
S 2.4660 1.1778 1.8498 -0.26 0.03 0.16 0.523
H 6.8430 5.1467 -0.5359 -0.02 0.02 0.00 0.060
H 9.3086 5.2048 -0.4878 0.01 0.01 0.00 0.094
H 10.5934 3.1622 0.0685 0.01 0.00 0.00 0.088
H 9.3785 1.0686 0.6072 0.00 0.00 0.00 0.094
H 6.8986 1.0363 0.5783 0.00 -0.01 0.00 0.108
```
Positions in Å, forces in eV/Å.


Please write out number 1 again, unchanged.
C4H7NOS | ωB97M-V/def2-TZVPD

Properties
**Kohn-Sham gap**: 0.3302 hartree
**HOMO**: -0.32273 hartree
**SMILES**: OC[C@@H]1CN1C=S

Structure (XYZ):
```
14
Properties=species:S:1:pos:R:3:forces:R:3:lowdin_charge:R:1
O -0.3701 2.1249 -0.2345 0.53 -0.84 0.36 -0.129
C -1.1464 1.1832 0.5064 0.09 -0.79 -1.34 -0.223
C -1.4178 -0.0678 -0.4026 1.64 0.98 1.50 -0.184
C -1.7144 -1.3956 0.1631 1.08 -0.40 0.82 -0.040
N -0.3664 -1.1057 -0.3739 -1.82 0.21 -0.28 -0.076
C 0.8660 -1.1214 0.1255 2.08 -1.11 -0.21 -0.669
S 2.0539 0.0315 0.0176 -0.69 0.00 0.10 0.653
H 0.5536 1.7182 -0.3422 -1.49 0.52 0.28 -0.002
H -2.1407 1.5480 0.7287 -0.10 0.79 -0.07 0.111
H -0.6827 0.9570 1.4742 0.06 -0.42 -0.25 0.118
H -1.8253 0.2038 -1.3598 0.11 -0.08 -0.38 0.143
H -1.7561 -1.5240 1.2325 0.05 0.31 0.36 0.115
H -2.3252 -2.1323 -0.3101 -0.12 -0.22 -0.79 0.102
H 1.3149 -2.1247 0.4334 -1.42 1.06 -0.10 0.080
```
Positions in Å, forces in eV/Å.